*a*
Molecular formula: C6H8S
Method: DFT, the ωB97M-V functional and the def2-TZVPD basis

Geometry as ORCA input:
```
! RIJCOSX wB97M-V def2-TZVPD def2/J DEFGRID3
* xyz 0 1
C -0.136 1.901 -0.379
C -1.180 1.239 0.133
C -1.496 -0.119 -0.165
S -3.038 -0.691 0.222
C -0.471 -1.041 -0.773
C 0.756 -1.234 -0.384
C 1.441 -0.726 0.822
H 0.447 1.411 -1.107
H 0.115 2.917 -0.067
H -1.851 1.711 0.878
H -0.925 -1.655 -1.532
H 1.403 -1.833 -0.966
H 1.929 -1.581 1.305
H 0.739 -0.175 1.490
H 2.266 -0.124 0.522
*
```

Values from the calculation:
orbital gap = 7.6 eV
LUMO = -0.03252 hartree
E_HOMO = -8.52 eV

Here are the natural (NBO) charges for atoms 1 to 6, given in e: C -0.3027; C -0.2895; C -0.0886; S -0.0058; C -0.2905; C -0.1144

=====

*b*
Molecular formula: C6H8S
Method: DFT, the ωB97M-V functional and the def2-TZVPD basis

Geometry as ORCA input:
```
! RIJCOSX wB97M-V def2-TZVPD def2/J DEFGRID3
* xyz 0 1
C -2.113 -0.470 0.384
C -1.156 -1.318 0.352
C 0.024 -0.639 0.038
C 0.662 0.125 -0.757
C -0.110 0.903 0.330
C -1.672 0.998 0.244
H -3.163 -0.734 0.403
H -1.221 -2.399 0.177
H 1.335 0.261 -1.596
H 0.310 1.531 1.108
H -2.110 1.565 -0.603
H -1.878 1.589 1.071
S 4.247 0.244 -0.266
H 5.095 0.831 -1.127
H 3.711 -0.451 -1.231
*
```

Values from the calculation:
orbital gap = 9.2 eV
LUMO = 0.03382 hartree
E_HOMO = -8.27 eV

Here are the natural (NBO) charges for atoms 1 to 6, given in e: C -0.1134; C -0.2701; C 0.0038; C -0.1751; C -0.2712; C -0.4723

=====

*c*
Molecular formula: C6H8S
Method: DFT, the ωB97M-V functional and the def2-TZVPD basis

Geometry as ORCA input:
```
! RIJCOSX wB97M-V def2-TZVPD def2/J DEFGRID3
* xyz 0 1
C -1.752 1.861 -0.402
C -1.542 0.674 -0.210
C -2.518 -1.532 0.126
C -1.461 -0.671 0.103
C 2.353 0.759 -0.007
C 0.454 -1.287 0.578
S 1.603 -0.800 -0.649
H -1.633 2.849 -0.311
H -2.371 -2.624 0.490
H -3.602 -1.299 -0.091
H 2.480 1.224 -1.047
H 3.264 0.411 0.514
H 1.563 1.232 0.551
H 0.827 -0.990 1.537
H 0.335 -2.420 0.541
*
```

Values from the calculation:
orbital gap = 9.2 eV
LUMO = 0.03196 hartree
E_HOMO = -8.31 eV

Here are the natural (NBO) charges for atoms 1 to 6, given in e: C -0.2048; C -0.0693; C -0.3906; C -0.0743; C -0.7357; C -0.5330

=====

Stability summary - winner: *a*; margin: 276.7 kJ/mol.

=====

*a*
Molecular formula: C3H12NO3
Method: DFT, the ωB97M-V functional and the def2-TZVPD basis

Geometry as ORCA input:
```
! RIJCOSX wB97M-V def2-TZVPD def2/J DEFGRID3
* xyz 1 1
C -0.353 0.757 0.214
C -0.066 1.331 1.608
C -0.160 0.250 2.717
O -0.011 -0.915 2.506
N 0.233 1.820 -0.698
H -1.405 0.806 -0.119
H 0.035 -0.232 0.069
H -1.005 1.750 2.048
H 0.702 2.094 1.679
H -0.396 0.634 3.728
H 0.205 1.603 -1.711
H 1.221 2.077 -0.582
H -0.162 2.764 -0.732
H -1.001 -4.569 -1.254
H -0.032 -4.510 -0.058
O -0.541 -3.964 -0.655
H 1.418 -0.080 -3.314
H 0.650 -1.294 -2.671
O 0.668 -0.322 -2.774
*
```

Values from the calculation:
orbital gap = 10.0 eV
LUMO = -0.13135 hartree
E_HOMO = -13.61 eV

Here are the natural (NBO) charges for atoms 1 to 6, given in e: C -0.2062; C -0.5588; C 0.4399; O -0.4819; N -0.6838; H 0.2373

=====

*b*
Molecular formula: C3H12NO3
Method: DFT, the ωB97M-V functional and the def2-TZVPD basis

Geometry as ORCA input:
```
! RIJCOSX wB97M-V def2-TZVPD def2/J DEFGRID3
* xyz 1 1
C 1.578 0.043 1.294
C 0.318 0.445 2.057
C -0.781 1.055 1.234
O -0.691 1.221 0.041
N 1.362 -0.473 -0.085
H 2.086 -0.759 1.830
H 2.414 0.741 1.325
H 0.608 1.283 2.712
H 0.101 -0.235 2.870
H -1.570 1.535 1.822
H 1.051 -1.436 -0.136
H 2.218 -0.400 -0.632
H 0.720 0.132 -0.591
H -2.473 0.542 -2.044
H -3.276 -0.722 -1.670
O -2.708 -0.345 -2.350
H 0.005 -0.542 -3.173
H -0.965 -1.095 -2.189
O 0.003 -0.991 -2.317
*
```

Values from the calculation:
orbital gap = 11.5 eV
LUMO = -0.11846 hartree
E_HOMO = -14.75 eV

Here are the natural (NBO) charges for atoms 1 to 6, given in e: C -0.2464; C -0.5686; C 0.4604; O -0.5522; N -0.6799; H 0.2350

=====

*c*
Molecular formula: C3H12NO3
Method: DFT, the ωB97M-V functional and the def2-TZVPD basis

Geometry as ORCA input:
```
! RIJCOSX wB97M-V def2-TZVPD def2/J DEFGRID3
* xyz 1 1
O -1.898 -0.535 2.282
C -1.248 -1.287 1.634
C 0.225 -1.145 1.162
N 0.593 0.248 0.894
C 1.797 0.487 0.025
H -1.554 -2.291 1.277
H 0.835 -1.613 1.924
H 0.191 -1.761 0.264
H -0.141 0.824 0.461
H 0.821 0.709 1.750
H 1.502 0.220 -0.983
H 2.618 -0.200 0.228
H 2.052 1.515 0.146
H 0.236 1.823 -2.171
H -0.208 3.224 -1.348
O 0.023 2.296 -1.371
H -2.018 -0.978 -2.817
H -2.268 -0.620 -1.387
O -1.557 -0.916 -1.969
*
```

Values from the calculation:
orbital gap = 11.1 eV
LUMO = -0.12271 hartree
E_HOMO = -14.43 eV

Here are the natural (NBO) charges for atoms 1 to 6, given in e: O -0.4546; C 0.4359; C -0.3539; N -0.4945; C -0.4019; H 0.1302

=====

Stability summary - winner: *b*; margin: 67.3 kJ/mol.

=====

*a*
Molecular formula: C5H8ClNS
Method: DFT, the ωB97M-V functional and the def2-TZVPD basis

Geometry as ORCA input:
```
! RIJCOSX wB97M-V def2-TZVPD def2/J DEFGRID3
* xyz 0 1
S 2.894 -0.218 1.492
C 2.064 0.495 0.266
N 0.788 0.300 -0.185
C 0.079 1.039 -1.215
C -1.228 0.600 -0.555
C -0.393 -0.093 0.593
C -0.788 -1.606 0.707
Cl -0.120 -2.488 2.111
H 2.484 1.244 -0.452
H 0.269 2.117 -1.203
H 0.268 0.633 -2.214
H -1.767 0.009 -1.243
H -1.895 1.472 -0.258
H -0.319 0.296 1.595
H -0.539 -2.129 -0.191
H -1.795 -1.673 0.754
*
```

Values from the calculation:
orbital gap = 8.9 eV
LUMO = 0.02113 hartree
E_HOMO = -8.37 eV

Here are the natural (NBO) charges for atoms 1 to 6, given in e: S -0.1047; C -0.0613; N -0.4030; C -0.2069; C -0.4141; C -0.0469

=====

*b*
Molecular formula: C5H8ClNS
Method: DFT, the ωB97M-V functional and the def2-TZVPD basis

Geometry as ORCA input:
```
! RIJCOSX wB97M-V def2-TZVPD def2/J DEFGRID3
* xyz 0 1
C 2.610 -0.009 -0.175
N 1.163 0.388 -0.565
C 0.256 -0.393 -0.039
C -1.066 0.086 0.119
C -1.581 1.252 -0.582
S -0.939 2.341 -1.757
C -1.919 -0.882 0.955
Cl -2.182 -2.471 0.164
H 2.640 -0.275 1.122
H 3.322 1.076 -0.459
H 3.119 -1.016 -0.850
H 0.817 1.290 -1.135
H 0.546 -1.307 0.516
H -2.706 1.465 -0.518
H -1.277 -1.119 1.778
H -2.803 -0.425 1.428
*
```

Values from the calculation:
orbital gap = 7.7 eV
LUMO = -0.01638 hartree
E_HOMO = -8.13 eV

Here are the natural (NBO) charges for atoms 1 to 6, given in e: C -0.4743; N -0.5916; C 0.1757; C -0.2742; C -0.2381; S -0.1686

=====

Stability summary - winner: *a*; margin: 212.6 kJ/mol.

=====

*a*
Molecular formula: H6NO
Method: DFT, the ωB97M-V functional and the def2-TZVPD basis

Geometry as ORCA input:
```
! RIJCOSX wB97M-V def2-TZVPD def2/J DEFGRID3
* xyz 1 1
O -0.700 -2.179 1.806
H -1.141 -1.575 2.445
H -0.217 -2.825 2.369
N 0.412 1.316 -1.324
H 0.169 2.300 -1.098
H 1.362 1.281 -1.741
H -0.278 0.936 -2.001
H 0.394 0.747 -0.456
*
```

Values from the calculation:
orbital gap = 9.9 eV
LUMO = -0.17085 hartree
E_HOMO = -14.54 eV

Here are the natural (NBO) charges for atoms 1 to 6, given in e: O -0.9588; H 0.4738; H 0.4854; N -0.8740; H 0.4658; H 0.4670

=====

*b*
Molecular formula: H6NO
Method: DFT, the ωB97M-V functional and the def2-TZVPD basis

Geometry as ORCA input:
```
! RIJCOSX wB97M-V def2-TZVPD def2/J DEFGRID3
* xyz 1 1
N -0.866 -0.385 -0.462
H -1.575 0.359 -0.441
H 0.074 -0.081 -0.208
H -1.207 -1.078 0.192
H -0.865 -1.061 -1.387
H 1.194 0.563 1.459
H 2.152 0.826 0.366
O 1.093 0.858 0.481
*
```

Values from the calculation:
orbital gap = 13.1 eV
LUMO = -0.15447 hartree
E_HOMO = -17.34 eV

Here are the natural (NBO) charges for atoms 1 to 6, given in e: N -0.8947; H 0.4564; H 0.4643; H 0.4335; H 0.4677; H 0.5027

=====

Stability summary - winner: *a*; margin: 24.3 kJ/mol.